29
Properties=species:S:1:pos:R:3:forces:R:3 method="wB97M-V/def2-TZVPD" fmax_ha_per_bohr=0.0230 de_lowest_kj_mol=69.6 homo_energy_ev=-12.34 total_energy_ha=-500.44202 total_charge=+1 smiles="C=C[C@H]1N=C1C[C@H](C)[NH+]=C(C)C" orbital_gap_ha=0.323
C 1.1905 0.7562 -0.0340 0.14 0.66 -0.97
C 1.7746 1.5139 -1.1369 0.01 0.13 0.38
C 1.2961 0.0616 1.2517 -0.42 -0.20 0.34
C 2.3110 -0.2395 -2.7946 -0.02 0.02 0.03
C 2.6305 0.8701 -2.1492 0.04 -0.03 -0.10
C -0.0589 -1.3657 2.8669 -0.13 0.19 -0.03
C -2.3072 1.1598 0.2965 0.05 0.38 0.22
C -2.2143 -0.7522 -1.3400 -0.03 -0.26 -0.38
C -0.1098 -0.3030 1.7799 0.45 0.14 0.51
C -1.7152 -0.1326 -0.1017 -0.16 -0.37 0.25
N 0.3617 0.9969 -0.9497 0.31 0.00 0.28
N -0.8870 -0.7905 0.6453 -0.25 -0.23 -0.21
H 1.8998 -0.8398 1.1035 0.02 0.01 0.05
H 1.8269 0.6850 1.9755 -0.03 -0.07 -0.05
H 2.9533 -0.6722 -3.5395 0.17 -0.05 -0.13
H 1.3729 -0.7428 -2.6141 -0.16 -0.07 0.05
H 3.5551 1.3911 -2.3524 0.15 -0.03 -0.09
H 0.4911 -0.9868 3.7244 0.07 0.01 0.04
H -1.0625 -1.6203 3.1966 -0.08 -0.05 0.06
H 0.4370 -2.2697 2.5195 0.06 -0.09 -0.07
H -1.6181 1.8100 0.8240 0.02 0.01 0.00
H -3.1542 0.9574 0.9576 -0.05 -0.09 0.00
H -2.6880 1.6854 -0.5736 0.03 -0.03 -0.07
H -3.2990 -0.6782 -1.4055 -0.04 0.01 0.11
H -1.9103 -1.7901 -1.4534 0.02 -0.05 0.02
H -1.8135 -0.1789 -2.1797 0.04 0.05 0.06
H -0.5935 0.5926 2.1733 0.01 -0.11 -0.13
H 1.9044 2.5829 -1.0054 -0.04 0.01 -0.04
H -0.5735 -1.7004 0.3149 -0.19 0.09 -0.13

***

34
Properties=species:S:1:pos:R:3:forces:R:3 method="wB97M-V/def2-TZVPD" fmax_ha_per_bohr=0.0239 homo_energy_ev=-11.26 total_energy_ha=-876.61643 total_charge=+1 orbital_gap_ha=0.212
N 0.8038 -2.8597 -1.2515 -1.20 0.16 0.20
C 1.9072 -2.8125 -1.5306 0.90 -0.12 -0.30
O 3.1951 -2.8234 -1.7616 0.29 -0.08 0.41
C 3.9120 -3.1148 -0.6122 -0.01 0.03 -0.07
C 4.7053 -4.2278 -0.5168 -0.04 0.12 -0.19
C 5.3903 -4.4437 0.6697 -0.17 0.17 -0.06
C 5.2482 -3.5466 1.7139 -0.05 0.32 0.35
C 4.4403 -2.4387 1.5742 0.27 -0.62 -0.17
N 3.7953 -2.2497 0.4090 -0.07 0.12 0.01
H 4.7722 -4.9108 -1.3453 -0.04 -0.05 -0.18
H 6.0092 -5.3185 0.7751 0.12 -0.13 0.03
H 5.7455 -3.6872 2.6586 0.12 -0.09 0.06
H 4.3008 -1.7349 2.3748 -0.18 0.29 -0.06
H 3.1830 -1.4409 0.3022 -0.03 0.03 -0.04
C -1.6895 1.1610 -0.5632 0.11 -0.15 0.43
C -0.2923 1.0523 -1.1323 -0.02 -0.10 -0.10
O 0.5067 0.1975 -0.3005 0.23 -0.07 0.07
O -1.6457 1.6606 0.7715 -0.02 0.04 -0.45
H -2.2947 1.8384 -1.1671 0.00 -0.02 -0.05
H -2.1701 0.1744 -0.5536 -0.03 0.01 -0.19
H 0.1944 2.0258 -1.1263 0.02 0.00 0.02
H -0.3115 0.6681 -2.1557 -0.05 0.06 -0.02
H 0.1788 -0.7026 -0.4055 -0.13 -0.05 -0.04
H -0.8681 1.2547 1.1723 -0.05 0.05 0.17
C -5.6244 3.1512 0.3518 0.11 0.04 0.29
C -4.7263 4.0507 -0.4708 0.18 -0.15 0.00
O -3.4454 4.1611 0.1518 -0.11 0.08 -0.15
O -5.7566 3.6503 1.6719 -0.07 0.08 -0.13
H -6.6208 3.0911 -0.0867 -0.01 -0.01 0.01
H -5.1962 2.1396 0.3991 -0.03 -0.03 -0.19
H -5.1358 5.0588 -0.5089 0.00 0.01 -0.01
H -4.6203 3.6711 -1.4933 -0.12 0.02 -0.02
H -3.0018 3.3095 0.0701 0.08 0.06 0.32
H -4.8887 3.9958 1.9162 0.01 -0.04 0.04

***

31
Properties=species:S:1:pos:R:3:forces:R:3 method="wB97M-V/def2-TZVPD" fmax_ha_per_bohr=0.0801 s2=2.019 de_lowest_kj_mol=18.2 homo_energy_ev="-13.91 / -17.11" total_energy_ha=-629.92837 total_charge=+2 orbital_gap_ha="0.222 / 0.255" multiplicity=3
C -2.3654 0.6200 0.7175 -0.32 -2.33 -1.04
C -2.0104 -1.2103 -0.9155 -0.41 -0.93 -0.33
C -1.1098 1.0258 0.5743 1.58 0.28 -1.65
C -0.7951 -0.6887 -1.2589 0.35 0.90 0.53
C -2.8098 -0.6072 0.1156 0.12 0.27 0.13
C -0.0884 0.3303 -0.3471 -2.31 -1.61 0.98
C 0.7280 1.3912 -0.9673 -0.69 0.80 -0.49
C 1.7923 2.1132 -0.2585 1.97 1.47 0.33
C 0.4965 -0.9548 1.7647 -1.37 -1.44 2.18
C 2.7095 -2.0751 0.1955 -0.25 -2.00 0.30
N -4.0448 -1.0349 0.4357 -1.51 -1.75 0.83
N 0.3494 1.6724 -2.1684 2.03 0.88 -0.62
N 0.7381 -0.7030 0.3802 2.99 0.85 1.46
O 2.1102 -0.8101 0.0669 -3.73 1.31 -1.17
H -3.1092 1.1344 1.2511 -0.54 1.06 0.74
H -2.4716 -2.1265 -1.3983 0.88 1.32 0.22
H -0.8675 2.0346 0.7367 0.40 1.14 1.03
H -0.0400 -1.0214 -1.9447 -0.52 -0.96 -0.76
H 2.1653 3.1337 -0.6591 -0.73 -1.99 -0.17
H 2.6047 1.3426 -0.2595 -0.09 0.83 -0.23
H 1.7420 2.3720 0.8215 -0.99 -0.74 -0.47
H -0.0784 -1.9056 1.9323 0.45 0.62 -0.40
H 1.4203 -1.0658 2.3323 0.12 0.03 -0.36
H -0.1200 -0.1895 2.2891 0.49 -0.24 -0.90
H 3.6795 -1.7194 0.3134 2.14 -0.20 0.26
H 2.6530 -2.7614 -0.6754 -0.39 0.88 0.18
H 2.4014 -2.6325 1.0855 -0.05 0.31 -0.05
H -4.4957 -0.6623 1.2779 0.39 0.16 -0.60
H -4.4766 -1.9799 0.2476 1.21 1.47 -0.33
H 0.8549 2.2681 -2.8046 0.50 1.12 0.54
H -0.1519 1.0764 -2.7637 -1.73 -1.52 -0.14